<i>
CH7N3O as an isolated structure. Source: the Open Molecules 2025 dataset; level of theory: ωB97M-V/def2-TZVPD.

As for the spin multiplicity: 1.

Structure (XYZ):
```
12
CH7N3O | the Open Molecules 2025 dataset | ωB97M-V/def2-TZVPD
C 2.0566 0.1161 0.2642
N -0.0575 0.5686 0.7316
N -1.7873 -1.0522 -0.8276
N -1.1111 1.1852 0.3009
O 0.2704 -0.3784 -0.1557
H -1.6873 -1.7949 -0.1367
H -1.3251 -1.3300 -1.6892
H -1.4706 1.8380 0.9943
H -1.7841 0.4128 -0.3521
H 2.2061 1.1803 0.4393
H 2.2729 -0.5121 1.1233
H 2.4170 -0.2334 -0.6925
```

Okay, here come the natural (NBO) numbers, in e, for every atom: -0.2551 0.1667 -1.1782 -0.4912 -0.3326 0.3348 0.3379 0.3703 0.4345 0.2029 0.2076 0.2026


<ii>
A 2-piece molecular cluster, CH7N3O overall. Source: the Open Molecules 2025 dataset; level of theory: ωB97M-V/def2-TZVPD.

As for the spin multiplicity: 1. As for the structure (SMILES): N=C(N)N.O.

Structure (XYZ):
```
12
CH7N3O | the Open Molecules 2025 dataset | ωB97M-V/def2-TZVPD
N 0.9992 -0.6529 0.0761
C 0.2967 0.4742 -0.2886
N 0.3820 0.7907 -1.6408
N -0.4262 1.0949 0.5594
H 1.4902 -0.5993 0.9517
H 1.4432 -1.1231 -0.6893
H 0.7630 0.1478 -2.3152
H -0.3424 1.3777 -2.0142
H -0.7298 2.0139 0.2729
H -1.2021 -0.4056 1.8041
H -1.4650 -1.7729 1.2300
O -1.2087 -1.3451 2.0540
```

Okay, here come the natural (NBO) numbers, in e, for every atom: -0.8154 0.5902 -0.8442 -0.8232 0.4124 0.3719 0.3827 0.3897 0.3483 0.4934 0.4571 -0.9629


Sorted by energy, starting with the most stable: <ii>, <i>.


<i>
C16H16FeNO3 as an isolated structure. Source: the Open Molecules 2025 dataset; level of theory: ωB97M-V/def2-TZVPD.

As for the spin multiplicity: 5. The net charge is +1. Its expectation value of S² is 6.1145.

Structure (XYZ):
```
37
C16H16FeNO3 | the Open Molecules 2025 dataset | ωB97M-V/def2-TZVPD
C -1.9561 -1.8762 -2.3070
C -0.6081 -1.2954 -2.3498
C -0.1673 0.1305 -2.0230
C 1.3359 -0.0337 -1.9861
C 1.6643 -1.2695 -2.4250
C 2.9963 -1.8487 -2.6774
N 0.4843 -1.9858 -2.6231
H -2.6847 -1.0527 -2.2996
H -2.1143 -2.4892 -3.1986
H -2.1257 -2.5143 -1.4214
H -0.4685 0.7802 -2.8724
H 2.0438 0.7180 -1.6363
H 3.7194 -1.0281 -2.7332
H 3.3193 -2.5342 -1.8801
H 3.0335 -2.4083 -3.6255
H 0.4579 -2.9588 -2.9471
O 0.0645 1.2071 5.9856
C 0.1214 1.1838 4.8196
Fe -0.3957 0.7287 3.2395
C -0.9646 -0.9281 3.5752
O -1.5975 -1.8740 3.8109
C -1.9835 1.3870 3.4533
O -3.0704 1.6479 3.7827
C -0.8124 0.6387 -0.7743
C -0.6152 2.1146 -0.4920
C -0.5705 2.7046 0.7287
C 0.1443 2.3063 1.9268
C 1.1121 1.2350 1.8963
C 0.7607 0.0239 1.2016
C -0.3915 -0.1616 0.4482
H -1.9021 0.4820 -0.8875
H -0.7310 2.7507 -1.3916
H -1.0322 3.7036 0.8239
H 0.2558 3.0999 2.6844
H 2.1075 1.3588 2.3473
H 1.4726 -0.8139 1.2897
H -0.9024 -1.1286 0.5371
```

Okay, here come the natural (NBO) numbers, in e, for every atom: -0.7165 0.5198 -0.3247 -0.1505 0.1404 -0.6605 -0.4564 0.2628 0.2649 0.2842 0.2997 0.2602 0.2580 0.2465 0.2403 0.4423 -0.4240 0.4793 0.1747 0.5085 -0.4554 0.5127 -0.4576 -0.3066 -0.1733 -0.2120 -0.3095 -0.3198 -0.3283 -0.1969 0.2301 0.2044 0.2339 0.2505 0.2583 0.2343 0.1861


<ii>
C16H16FeNO3 as an isolated structure. Source: the Open Molecules 2025 dataset; level of theory: ωB97M-V/def2-TZVPD.

As for the spin multiplicity: 5. The net charge is +1. Its expectation value of S² is 6.0987.

Structure (XYZ):
```
37
C16H16FeNO3 | the Open Molecules 2025 dataset | ωB97M-V/def2-TZVPD
O 1.5693 -2.1852 1.0333
C 1.3886 -1.0681 0.7644
Fe 1.0705 0.6160 0.4169
C 2.1352 1.2128 1.7003
O 3.0099 1.2967 2.4616
C 2.2217 0.6628 -0.8940
O 3.2183 0.4489 -1.4589
C -1.6600 0.0492 1.8652
C -1.6932 -0.7056 0.5891
C -0.6713 -0.1105 -0.3871
C -0.6547 1.3155 -0.4878
C -0.5251 1.9500 0.7712
C -0.8930 1.1898 1.9441
H -2.2181 -0.3600 2.7152
H -1.5041 -1.7877 0.7262
H -2.6969 -0.6644 0.1170
H -0.4831 -0.7425 -1.2638
H -0.6237 1.8452 -1.4430
H -0.2978 3.0156 0.8529
H -0.5997 1.6349 2.9066
C -4.5101 -5.9344 5.3342
C -3.5565 -5.2115 6.0615
C -3.3342 -3.8612 5.7822
C -4.0614 -3.2294 4.7657
C -3.7633 -1.8051 4.3693
N -3.1920 -1.6831 3.0100
C -5.0342 -3.9418 4.0543
C -5.2458 -5.2973 4.3269
H -4.7028 -6.9812 5.5649
H -2.9916 -5.6952 6.8575
H -2.5872 -3.2832 6.3342
H -4.6753 -1.1897 4.3832
H -3.0403 -1.3664 5.0623
H -2.6322 -2.5063 2.7715
H -3.9545 -1.6317 2.3236
H -5.6131 -3.4320 3.2751
H -5.9977 -5.8442 3.7547
```

Okay, here come the natural (NBO) numbers, in e, for every atom: -0.4128 0.5274 0.4102 0.4869 -0.3649 0.5113 -0.3538 -0.0422 -0.5114 -0.3230 -0.2238 -0.3528 -0.2483 0.2959 0.2504 0.2589 0.2481 0.2675 0.2663 0.2444 -0.2112 -0.1966 -0.2179 -0.0485 -0.2355 -0.8455 -0.2253 -0.1857 0.2255 0.2231 0.2140 0.2100 0.1928 0.3707 0.3678 0.2072 0.2207


Sorted by energy, starting with the most stable: <ii>, <i>.


<i>
A 2-piece molecular cluster, CH3NO overall. Source: the Open Molecules 2025 dataset; level of theory: ωB97M-V/def2-TZVPD.

As for the spin multiplicity: 1.

Structure (XYZ):
```
6
CH3NO | the Open Molecules 2025 dataset | ωB97M-V/def2-TZVPD
C -0.0515 -0.5930 0.2409
N 0.4624 0.7723 0.3578
O 1.1331 -0.1501 -0.4020
H 0.1134 -1.2315 1.1358
H -0.9396 -0.7004 -0.5166
H -0.7178 1.9027 -0.8160
```

Okay, here come the natural (NBO) numbers, in e, for every atom: -0.0384 -0.0497 -0.3302 0.1928 0.1949 0.0307


<ii>
The molecule CH3NO. Source: the Open Molecules 2025 dataset; level of theory: ωB97M-V/def2-TZVPD.

As for the spin multiplicity: 1. As for the structure (SMILES): C1NO1.

Structure (XYZ):
```
6
CH3NO | the Open Molecules 2025 dataset | ωB97M-V/def2-TZVPD
C -0.1107 -0.1808 -0.4948
N 0.3933 -0.0767 0.8600
O 0.7983 0.8524 -0.3746
H 0.2845 -1.2392 -0.6912
H -1.2165 -0.0064 -0.6332
H -0.1489 0.6508 1.3339
```

Okay, here come the natural (NBO) numbers, in e, for every atom: 0.0260 -0.3082 -0.3983 0.1808 0.1703 0.3294


Sorted by energy, starting with the most stable: <ii>, <i>.


<i>
The molecule C5H10FN. Source: the Open Molecules 2025 dataset; level of theory: ωB97M-V/def2-TZVPD.

As for the spin multiplicity: 1. As for the structure (SMILES): C[C@H]1N(F)C1(C)C.

Structure (XYZ):
```
17
C5H10FN | the Open Molecules 2025 dataset | ωB97M-V/def2-TZVPD
C 0.4060 1.0142 -0.3859
C 0.1058 -0.4082 -0.0130
C -0.6974 1.9877 -0.2316
C 0.9299 -1.5327 -0.5446
C -1.1622 -0.9518 0.5959
N 0.8623 0.5468 0.9249
F 2.2932 0.3532 1.0189
H 1.1000 1.0880 -1.1803
H -0.2326 2.9833 -0.6580
H -1.0301 2.0796 0.9069
H -1.5615 1.5844 -0.8990
H 0.7806 -2.4780 0.1137
H 2.0183 -1.1044 -0.4793
H 0.7048 -1.7399 -1.5388
H -1.9207 -0.1804 0.9239
H -0.8337 -1.5617 1.4333
H -1.7629 -1.6803 0.0130
```

Okay, here come the natural (NBO) numbers, in e, for every atom: -0.1293 0.0569 -0.6297 -0.6234 -0.6299 -0.0191 -0.2850 0.2250 0.2265 0.2481 0.2212 0.2166 0.2380 0.2148 0.2200 0.2263 0.2231


<ii>
The molecule C5H10FN. Source: the Open Molecules 2025 dataset; level of theory: ωB97M-V/def2-TZVPD.

As for the spin multiplicity: 1.

Structure (XYZ):
```
17
C5H10FN | the Open Molecules 2025 dataset | ωB97M-V/def2-TZVPD
C 0.2730 0.4758 -0.2673
C 0.7708 -0.9205 -0.5723
C -1.4738 -1.0317 0.2669
C 2.1812 -1.2274 -0.0547
C -2.0884 1.4104 -0.1462
N -1.1857 0.2182 -0.3326
F -2.3792 -1.7187 -0.4792
H 0.5293 0.8121 0.7119
H 0.5156 1.2741 -1.0008
H 0.5217 -1.2138 -1.5384
H -1.5064 -1.4235 1.2257
H 2.3022 -0.4960 0.8549
H 2.8655 -0.6627 -0.6823
H 2.5994 -2.2148 0.2369
H -1.7147 2.1016 0.6777
H -2.0452 1.8548 -1.1604
H -3.1734 1.0689 0.0814
```

Okay, here come the natural (NBO) numbers, in e, for every atom: -0.2546 -0.1389 0.4123 -0.6782 -0.4290 -0.4959 -0.3553 0.1668 0.1849 0.1816 0.1510 0.1960 0.2169 0.2356 0.1837 0.2088 0.2146


Sorted by energy, starting with the most stable: <i>, <ii>.